1.
A structure of composition C26H38Cl3GeN2NiOS5SbTe. Source: OMol25; level of theory: the ωB97M-V functional and the def2-TZVPD basis.

Results
HOMO (alpha / beta) ... -0.2223 / -0.2223 hartree
LUMO level (alpha / beta) ... -0.6 / -0.6 eV
HOMO-LUMO gap (alpha / beta) ... 5.4 / 5.4 eV

Element x y z (Å)
Te 0.403 -1.213 2.807
Sb 4.007 -1.144 -3.329
Ge 4.484 1.360 1.617
Ni 1.245 -0.181 0.682
Cl -3.802 -1.675 0.451
Cl -7.992 -3.654 -0.207
Cl -1.272 -5.427 3.256
S 2.577 0.272 -0.933
S 5.806 -1.205 -1.961
S -8.643 -1.008 -1.424
S 3.539 0.957 -4.061
S 3.408 -0.481 0.765
O -4.137 -2.597 -2.314
N -1.415 -1.521 -1.895
N -0.365 -0.440 -0.306
C 4.636 4.551 -2.116
C 5.893 1.792 0.344
C -1.826 -4.858 1.720
C -7.549 -0.253 -2.503
C 0.999 4.012 1.996
C -1.820 -2.638 -2.729
C 3.166 2.693 2.211
C -6.447 -2.226 -1.975
C -5.359 -3.250 -2.006
C -3.009 -3.415 -2.167
C -1.403 -0.127 3.064
C 1.597 5.410 1.884
C -1.566 -5.590 0.573
C 1.893 2.922 1.405
C -2.959 -3.194 0.422
C 4.959 3.894 -0.779
C -2.531 -3.671 1.654
C -2.022 -5.103 -0.639
C 5.515 2.488 -0.960
C -6.435 -1.003 -2.708
C -2.712 -3.897 -0.754
C -7.586 -2.345 -1.242
C -1.205 0.439 -0.954
C -0.517 -1.606 -0.902
C -1.873 -0.227 -1.932
C 1.461 -0.190 4.339
H -5.295 -3.751 -1.035
H 4.050 3.854 -0.169
H 6.410 2.529 -1.588
H 0.033 -2.506 -0.677
H 5.536 4.643 -2.727
H -7.788 0.705 -2.935
H 4.213 5.549 -1.986
H 6.359 0.829 0.116
H 1.818 5.652 0.842
H 3.738 3.622 2.294
H 1.376 0.881 4.173
H 5.672 4.508 -0.216
H -2.614 0.093 -2.641
H -2.069 -2.263 -3.721
H -5.623 -0.706 -3.354
H -1.882 -0.422 3.994
H -1.023 -6.522 0.632
H -5.561 -4.021 -2.762
H 3.928 3.940 -2.678
H 0.909 6.166 2.264
H -2.751 -3.112 2.553
H 2.129 3.170 0.366
H -0.962 -3.303 -2.821
H -1.258 1.479 -0.684
H 6.623 2.378 0.914
H 0.034 3.993 1.481
H 2.505 -0.489 4.276
H -2.045 -0.360 2.219
H 2.526 5.500 2.448
H 1.056 -0.463 5.309
H 4.807 1.880 -1.529
H -1.178 0.937 3.071
H -3.117 -4.310 -2.797
H 5.109 0.769 2.900
H -1.825 -5.674 -1.539
H 0.792 3.781 3.047
H 1.319 1.983 1.334
H 2.901 2.410 3.234

=====

2.
A structure of composition C26H38Cl3N7RuS2Si2Te. Source: OMol25; level of theory: the ωB97M-V functional and the def2-TZVPD basis.

Results
Multiplicity ... 2
Expectation value of S² ... 0.76
Charge ... -1
HOMO (alpha / beta) ... -0.1327 / -0.1325 hartree
LUMO level (alpha / beta) ... 2.2 / 2.1 eV
HOMO-LUMO gap (alpha / beta) ... 5.8 / 5.8 eV

Element x y z (Å)
Te 2.700 2.267 -2.054
Ru 0.723 0.810 -1.035
Cl 2.500 3.627 1.490
Cl -0.328 3.033 -0.090
Cl -0.124 1.801 2.792
S 1.862 -1.103 -1.544
S 4.985 0.054 -3.010
Si -1.443 2.227 -3.439
Si 1.310 2.064 0.915
N 4.019 -2.006 -0.237
N -3.321 -0.161 2.781
N 1.792 0.519 0.742
N -0.753 -2.370 0.323
N -1.088 -0.197 -0.492
N 2.921 -0.240 0.767
N -2.740 -1.852 -0.714
C -0.193 0.929 -2.987
C -0.686 -3.722 -0.188
C -1.495 -1.416 -0.295
C 5.099 -0.673 -4.557
C 1.221 -0.015 4.103
C 3.004 -1.056 -0.232
C -3.020 2.242 -2.394
C 3.729 -1.020 4.975
C -2.066 1.910 -5.199
C -3.603 0.143 1.691
C 3.583 0.311 4.619
C 3.587 0.958 -3.438
C -2.929 0.175 5.108
C 3.231 0.687 -4.728
C 2.360 0.808 4.194
C -0.731 3.975 -3.415
C -3.151 1.603 5.072
C -3.500 -1.064 -1.659
C 2.613 -1.853 4.908
C 4.090 -0.252 -5.367
C -0.118 0.347 3.672
C 0.192 -2.070 1.382
C -3.563 -2.650 0.176
C -3.039 2.770 4.569
C 1.391 -1.363 4.498
C -2.971 -0.607 4.039
H -2.857 2.242 -1.315
H 5.891 -1.367 -4.793
H -1.311 4.634 -2.765
H -2.809 2.654 -5.501
H 4.710 -1.804 0.474
H -4.203 -1.720 -2.177
H 0.022 -2.776 2.202
H -0.633 -0.062 -3.181
H 2.383 1.150 -5.210
H 1.222 -2.177 1.046
H -2.695 -1.649 4.088
H 0.039 -1.062 1.761
H -3.578 2.183 5.954
H -2.622 -0.263 6.046
H 0.339 -3.932 -0.510
H 4.689 -1.405 5.296
H -2.833 -0.622 -2.396
H 2.702 -2.899 5.184
H -0.962 -4.449 0.583
H -2.950 -3.089 0.958
H 0.527 -2.017 4.459
H 0.300 3.972 -3.063
H 4.436 0.978 4.659
H -3.669 1.400 -2.637
H 4.431 -2.127 -1.151
H -3.582 3.151 -2.632
H 3.963 -0.587 -6.388
H -0.738 4.408 -4.419
H -1.350 -3.840 -1.041
H -1.239 1.952 -5.913
H -4.334 -2.028 0.644
H 0.600 1.031 -3.735
H 0.285 3.079 3.312
H 2.299 1.857 3.936
H -4.066 -0.267 -1.164
H -1.871 0.415 -0.690
H -4.057 -3.453 -0.378
H -2.525 0.921 -5.283

=====

The following energy relative to the best compared isomer or geometry (same formula, charge and spin) values (in kcal per mole) correspond, in order, to the records above: 0.0; 313.6.